# 1
Below is a structure of composition C41H86AlO15, with properties calculated with ωB97M-V with the def2-TZVPD basis set.

Geometry as XYZ:
```
143
Properties=species:S:1:pos:R:3:forces:R:3:mulliken_charge:R:1
C 5.8218 -4.2844 5.8050 0.15 -0.03 -0.17 -1.108
C 5.4824 -3.9251 4.3456 -0.18 -0.32 0.00 -0.486
C 4.1601 -3.1706 4.2075 0.29 0.27 0.05 0.443
Al 4.0531 -1.3364 5.0794 -0.04 0.04 -0.05 0.127
C 2.8131 -0.2852 3.8611 -0.05 -0.14 0.53 0.545
C 2.0196 0.8788 4.4834 -0.03 -0.12 -0.68 -0.560
C 0.5549 0.9494 4.0087 -0.02 -0.12 0.41 -1.070
C -0.4068 0.1305 4.8943 -0.01 0.09 -0.07 0.544
C -1.7176 0.8547 5.2239 0.13 -0.11 0.03 -1.083
C -2.8440 -0.0709 5.6873 0.11 -0.12 0.02 -0.956
C -3.7307 -0.6107 4.5674 -0.02 -0.12 0.05 0.542
C -5.0493 -1.2008 5.0865 0.15 0.02 0.16 -1.142
C -5.4881 -2.4863 4.4219 -0.12 -0.10 0.03 -0.357
O -4.7813 -3.5679 5.0028 -0.09 0.14 0.09 -0.323
C -5.3104 -4.8160 4.6400 -0.09 -0.02 -0.06 -0.843
H 5.7684 -5.3636 5.9699 -0.12 -0.01 0.08 0.307
H 6.8351 -3.9816 6.0731 0.02 0.07 0.07 0.247
H 5.1296 -3.7922 6.4884 0.02 0.02 0.06 0.283
H 5.4638 -4.8604 3.7643 0.07 0.00 -0.04 0.239
H 6.2873 -3.3306 3.9075 0.04 0.12 0.07 0.310
H 3.9664 -2.9931 3.1436 -0.08 -0.06 -0.01 -0.687
H 3.3297 -3.7912 4.5721 -0.01 -0.08 -0.03 0.186
H 5.5524 -0.6802 5.2296 0.04 -0.03 -0.06 -0.427
H 3.3879 -1.4230 6.5881 -0.07 0.00 -0.01 -0.346
H 3.3661 0.0715 2.9856 -0.06 -0.04 -0.12 -0.245
H 2.1081 -1.0537 3.5125 0.01 -0.03 -0.12 -0.151
H 2.0181 0.8060 5.5750 0.06 0.18 0.06 0.408
H 2.5036 1.8115 4.1927 0.11 0.05 0.29 -0.042
H 0.5145 0.5678 2.9860 -0.10 0.22 -0.13 0.345
H 0.2117 1.9910 4.0138 -0.02 0.02 -0.07 0.526
H 0.1133 -0.0684 5.8333 -0.08 -0.26 0.04 0.416
H -0.6420 -0.8357 4.4370 0.12 -0.05 -0.03 -0.526
H -1.5107 1.5669 6.0261 0.01 0.19 -0.14 0.227
H -2.0333 1.4237 4.3439 -0.13 0.08 0.05 0.481
H -2.3954 -0.9337 6.1908 -0.04 0.03 0.17 0.305
H -3.4659 0.4262 6.4370 -0.09 0.09 -0.06 0.545
H -3.9405 0.1910 3.8555 0.01 -0.03 -0.09 0.488
H -3.1845 -1.3931 4.0338 0.05 0.06 -0.12 -0.535
H -5.8522 -0.4659 5.0076 -0.02 0.05 -0.03 0.421
H -4.9423 -1.4282 6.1504 -0.06 0.00 0.03 0.360
H -5.2962 -2.4610 3.3390 -0.02 -0.01 -0.06 0.078
H -6.5666 -2.6414 4.5639 -0.01 -0.03 0.01 0.570
H -5.3378 -4.9437 3.5516 -0.01 -0.02 -0.08 0.250
H -6.3264 -4.9440 5.0330 -0.02 0.01 -0.03 0.347
H -4.6728 -5.5891 5.0613 0.05 -0.01 0.04 0.270
O 1.9556 -3.7853 1.8756 -0.06 -0.20 -0.33 -0.482
C 0.8791 -4.2559 2.1080 -0.07 0.23 0.25 0.904
O -0.1647 -3.4021 2.2327 0.05 -0.01 -0.17 -0.530
C -1.5123 -3.8370 2.4052 -0.11 -0.08 0.08 -0.276
C -1.8500 -4.0932 3.8595 0.09 -0.10 -0.10 -0.300
C 0.6731 -5.7347 2.3369 -0.07 0.00 -0.12 -1.271
H -1.7252 -4.6992 1.7695 -0.01 -0.01 0.03 0.343
H -2.1110 -3.0067 2.0266 0.00 0.03 0.00 0.264
H -1.2473 -4.9041 4.2696 0.02 -0.03 -0.02 0.425
H -2.9034 -4.3575 3.9629 0.18 0.10 -0.02 -0.214
H -1.6545 -3.1983 4.4504 -0.03 -0.01 0.03 0.128
H 0.9224 -5.9445 3.3774 0.00 0.00 0.02 0.287
H 1.3764 -6.2697 1.7043 0.06 0.02 0.05 0.360
H -0.3330 -6.0921 2.1320 0.00 0.03 0.05 0.408
O 3.7884 4.0049 3.7389 0.04 0.27 -0.06 -0.600
C 3.8036 3.8566 2.5468 0.01 -0.21 0.02 0.852
O 3.9902 2.6161 2.0621 0.00 0.07 0.03 -0.287
C 3.8290 2.2798 0.6804 -0.06 -0.05 -0.09 0.492
C 5.0856 2.5375 -0.1238 0.06 0.02 0.07 -1.269
C 3.6680 5.0146 1.5827 -0.21 -0.01 -0.05 -0.671
H 2.9647 2.7896 0.2528 0.02 0.03 0.01 0.106
H 3.6017 1.2146 0.6981 0.00 0.01 0.02 -0.125
H 5.3403 3.5977 -0.1429 -0.03 0.01 -0.03 0.304
H 4.9410 2.2061 -1.1529 -0.01 -0.01 0.00 0.346
H 5.9239 1.9915 0.3108 -0.01 -0.01 -0.01 0.396
H 4.6480 5.4772 1.4620 0.02 -0.01 0.01 0.271
H 2.9952 5.7437 2.0293 0.08 0.02 0.08 0.313
H 3.2888 4.7420 0.6019 0.07 -0.03 -0.01 -0.073
O 2.5365 4.7686 -1.6876 0.00 0.07 -0.05 -0.551
C 1.5748 5.4902 -1.7185 -0.02 -0.10 -0.04 0.912
O 0.4679 5.1076 -1.0587 0.06 0.04 0.07 -0.356
C -0.6803 5.9549 -0.9045 -0.08 0.04 0.00 -0.628
C -1.6053 5.9030 -2.1005 0.17 -0.07 0.06 -0.761
C 1.5709 6.7742 -2.5175 0.03 0.06 0.13 -1.223
H -0.3667 6.9737 -0.6703 0.02 0.00 -0.01 0.373
H -1.1768 5.5645 -0.0178 0.01 -0.02 -0.01 0.358
H -1.1213 6.2748 -3.0030 -0.04 0.04 0.00 0.210
H -2.4918 6.5086 -1.9236 -0.02 0.00 -0.01 0.352
H -1.9209 4.8773 -2.2870 -0.03 0.01 0.00 0.314
H 1.3255 6.5271 -3.5503 -0.01 0.00 -0.01 0.285
H 2.5768 7.1847 -2.4915 0.02 -0.06 -0.04 0.308
H 0.8699 7.5247 -2.1643 -0.04 -0.02 -0.03 0.396
O 3.2281 -0.9342 -4.2007 0.03 -0.10 -0.08 -0.609
C 3.5138 -1.7111 -3.3206 0.04 0.15 0.11 0.720
O 2.6775 -1.8504 -2.2893 -0.05 -0.07 -0.13 -0.375
C 2.8632 -2.8518 -1.2638 0.00 -0.08 0.14 -0.379
C 3.8310 -2.4255 -0.1897 0.15 0.16 -0.02 -0.615
C 4.8242 -2.4671 -3.3373 -0.10 -0.13 -0.08 -0.904
H 3.1453 -3.8000 -1.7247 0.00 0.01 -0.03 0.342
H 1.8712 -2.9832 -0.8373 0.00 0.05 0.00 0.195
H 4.8375 -2.2622 -0.5799 -0.02 -0.04 -0.03 0.450
H 3.8731 -3.1900 0.5837 -0.01 0.04 0.04 0.069
H 3.4947 -1.5008 0.2794 -0.03 -0.04 0.05 0.206
H 5.5915 -1.8157 -2.9197 0.00 0.01 0.02 0.269
H 5.0795 -2.6788 -4.3730 0.01 0.07 -0.01 0.301
H 4.8169 -3.3955 -2.7750 0.01 0.03 0.05 0.336
O -3.3979 -5.7307 -0.2719 -0.06 -0.02 0.08 -0.583
C -4.1969 -4.8398 -0.3579 0.07 0.05 -0.18 0.813
O -5.4545 -5.0543 0.0915 0.07 -0.01 0.10 -0.364
C -6.4390 -4.0178 0.1474 -0.07 0.05 0.00 -0.227
C -7.1548 -3.8329 -1.1742 0.05 -0.05 -0.04 -1.167
C -3.8470 -3.5221 -1.0140 0.02 0.06 0.22 -0.943
H -5.9972 -3.0875 0.5064 0.01 0.00 0.00 0.240
H -7.1388 -4.3548 0.9109 0.01 -0.01 0.00 0.392
H -6.4718 -3.5087 -1.9592 0.00 0.03 0.01 0.282
H -7.9395 -3.0824 -1.0729 -0.01 0.00 0.01 0.382
H -7.6090 -4.7726 -1.4881 -0.01 0.01 0.01 0.310
H -3.9589 -3.6396 -2.0918 0.00 0.00 -0.01 0.298
H -2.8022 -3.3117 -0.7996 0.02 -0.06 -0.06 0.255
H -4.4452 -2.6755 -0.6894 -0.04 -0.02 -0.04 0.335
O -3.9051 6.3372 -4.1193 -0.09 0.04 -0.09 -0.509
C -4.2501 7.0179 -5.0451 0.00 0.04 0.07 0.822
O -3.4881 8.0868 -5.3705 0.02 -0.08 -0.03 -0.376
C -3.7279 8.8848 -6.5344 -0.01 0.05 -0.04 -0.440
C -4.7717 9.9545 -6.2920 -0.02 -0.03 0.07 -0.946
C -5.5281 6.7475 -5.8055 0.10 -0.07 -0.11 -1.082
H -3.9787 8.2524 -7.3869 -0.01 -0.01 0.01 0.378
H -2.7625 9.3404 -6.7485 0.00 0.00 0.01 0.309
H -5.7453 9.5223 -6.0606 0.00 -0.01 -0.03 0.271
H -4.8783 10.5814 -7.1778 0.01 0.01 0.00 0.350
H -4.4741 10.5842 -5.4538 0.01 0.01 -0.01 0.302
H -6.3510 7.2047 -5.2560 -0.01 0.01 0.00 0.270
H -5.6835 5.6722 -5.8204 -0.02 0.00 0.07 0.319
H -5.5395 7.1209 -6.8252 -0.02 0.04 0.02 0.324
O 2.9241 -3.9591 -10.3558 0.01 0.06 0.02 -0.580
C 3.0804 -2.9820 -9.6721 -0.09 0.00 0.00 0.703
O 2.8420 -3.0707 -8.3518 0.12 -0.05 -0.04 -0.357
C 3.1227 -1.9960 -7.4371 -0.05 0.07 0.12 -0.082
C 1.9966 -0.9899 -7.3761 -0.05 0.02 -0.09 -0.951
C 3.4807 -1.6526 -10.2755 0.15 -0.04 0.05 -0.882
H 4.0796 -1.5321 -7.6773 0.00 0.00 -0.02 0.292
H 3.2378 -2.4774 -6.4691 -0.02 -0.03 -0.02 0.037
H 1.8426 -0.4985 -8.3383 0.03 0.02 0.01 0.341
H 2.2198 -0.2339 -6.6243 0.01 -0.04 0.04 0.308
H 1.0673 -1.4881 -7.1002 0.01 0.00 0.03 0.285
H 2.5787 -1.1639 -10.6435 -0.01 0.01 0.00 0.242
H 4.1308 -1.8548 -11.1226 -0.06 -0.03 -0.04 0.300
H 3.9867 -0.9775 -9.5921 -0.05 0.02 0.01 0.313
```
Positions in Å, forces in eV/Å.

Properties
**Net charge**: -1
**Calculated total energy**: -81221.5531 eV
**Kohn-Sham gap**: 0.1943 Ha


# 2
Below is a structure of composition C11H14BHfN7S in a non-equilibrium geometry, with properties calculated with ωB97M-V with the def2-TZVPD basis set.

Geometry as XYZ:
```
35
Properties=species:S:1:pos:R:3:forces:R:3:nbo_charge:R:1
H -0.2486 3.1911 2.1314 -0.11 0.20 -0.21 0.281
N -0.3408 2.1477 0.2847 -0.31 -0.10 -0.09 -0.328
B 0.2961 0.7874 -1.7953 0.57 -0.39 0.25 0.528
N 0.4411 2.0117 -0.8183 -0.20 0.45 0.08 -0.282
C 1.5379 2.7719 -0.6111 -0.96 -0.40 0.24 0.078
Hf -0.7160 -0.9029 1.1483 3.10 -0.59 4.58 2.301
H 2.3224 2.8253 -1.3520 -0.02 -0.06 0.10 0.266
C 1.4193 3.3807 0.6352 0.25 0.24 0.16 -0.290
H 2.1616 3.9936 1.1103 -0.01 0.22 0.00 0.282
C 0.2023 2.9968 1.1706 0.77 -0.14 -0.46 0.055
H 0.5660 1.0947 -2.9194 -0.11 -0.14 0.20 0.027
C -0.6209 -2.9023 1.8352 -0.56 -0.75 -0.02 -1.331
H -0.9866 -2.9303 2.8753 -0.06 0.02 -0.10 0.301
H 0.3914 -3.3244 1.8621 -0.09 0.05 -0.11 0.288
H -1.2517 -3.5798 1.2424 0.12 -0.16 0.16 0.279
N -1.1057 0.1122 -1.6922 -0.41 -0.04 0.53 -0.293
N 1.3168 -0.2509 -1.2186 -0.10 -0.37 0.41 -0.310
N -1.6285 -0.3777 -0.4798 -2.98 1.10 -5.11 -0.654
N 1.0883 -0.7786 0.0494 1.03 0.09 -0.57 -0.559
C -1.9313 -0.2149 -2.6913 0.25 0.17 0.79 0.125
C 2.5419 -0.6032 -1.6332 -0.74 -0.03 0.67 0.089
H -1.6685 0.0501 -3.7102 -0.15 -0.04 0.17 0.279
H 2.9010 -0.2684 -2.5976 0.02 -0.11 0.11 0.266
C -3.0392 -0.8862 -2.1719 -0.32 -0.19 0.50 -0.276
C 3.1397 -1.3803 -0.6420 -0.15 -0.02 0.61 -0.296
C -2.8477 -0.9698 -0.7997 0.99 0.61 -1.20 0.029
C 2.2262 -1.4577 0.4084 -0.09 0.48 -1.34 0.053
H -3.8816 -1.2517 -2.7363 -0.01 -0.01 0.07 0.290
H 4.1196 -1.8141 -0.6741 0.15 -0.09 0.01 0.281
H -3.4851 -1.3766 -0.0293 -0.11 -0.14 0.01 0.265
H 2.2807 -1.9596 1.3635 0.15 0.00 -0.09 0.259
H -1.2939 1.8016 0.2794 0.15 0.31 -0.16 0.441
S -0.2604 0.5670 3.1052 0.22 0.28 -0.21 -0.215
C -1.4172 -0.0472 4.1588 -2.31 -1.40 2.08 -0.025
N -2.2287 -0.4550 4.9120 2.03 0.98 -2.05 -0.204
```
Positions in Å, forces in eV/Å.

Properties
**Relative energy (zero: lowest compared OMol25 entry of this formula, charge and spin)**: 30.62 kcal per mole
**Net charge**: +2
**Calculated total energy**: -34868.3302 eV
**Kohn-Sham gap**: 0.2995 Ha


# 3
Below is an isolated molecule of C7H6Cl2N2O4 in a non-equilibrium geometry, with properties calculated with ωB97M-V with the def2-TZVPD basis set.

Geometry as XYZ:
```
21
Properties=species:S:1:pos:R:3:forces:R:3:nbo_charge:R:1
O 1.6580 -2.8820 1.0403 -0.91 -0.34 0.96 -0.367
N 0.6279 -2.2693 0.8340 2.46 0.59 -3.41 0.564
O -0.4313 -2.2439 1.3517 -0.68 -1.48 2.88 -0.341
C 0.7372 -1.2515 -0.3351 -4.28 0.38 1.97 -0.137
C 1.5517 -0.1851 0.2826 0.24 1.24 -1.05 -0.228
C 0.9908 0.8204 0.9412 1.44 1.16 0.46 -0.178
C -0.4356 0.8708 1.2083 -2.38 -0.34 0.09 -0.218
C -1.3486 0.0972 0.5247 -0.21 1.34 0.92 -0.206
C -0.8871 -0.8222 -0.5329 3.21 0.15 -1.39 0.008
C -0.9530 -0.2510 -2.0115 -1.39 -1.67 -0.44 -0.218
Cl -0.4525 1.4149 -2.3663 0.09 -0.85 0.57 0.040
Cl -2.7506 -0.4272 -2.4301 0.90 0.65 -0.64 -0.045
N -1.7979 -2.1457 -0.5461 0.72 2.25 0.96 0.568
O -2.8690 -2.0183 -0.0300 -0.47 -0.52 0.04 -0.342
O -1.3114 -3.1285 -1.0027 0.45 -1.08 -1.01 -0.365
H 1.0200 -1.6730 -1.2537 0.98 -0.88 -0.75 0.240
H 2.6012 -0.1205 0.0721 0.38 -0.44 0.00 0.235
H 1.7027 1.6579 1.2991 -1.55 -1.45 -0.39 0.236
H -0.7366 1.5338 2.0562 -0.07 -0.61 -1.04 0.235
H -2.4830 0.0277 0.6172 1.81 0.68 0.47 0.276
H -0.4131 -0.9863 -2.6963 -0.74 1.23 0.80 0.242
```
Positions in Å, forces in eV/Å.

Properties
**Relative energy (zero: lowest compared OMol25 entry of this formula, charge and spin)**: 201.79 kcal per mole
**Net charge**: 0
**Structure (SMILES)**: O=[N+]([O-])[C@@H]1C=CC=C[C@]1(C(Cl)Cl)[N+](=O)[O-]
**Calculated total energy**: -43563.1399 eV
**Kohn-Sham gap**: 0.3269 Ha


| no. | HOMO level (eV) |
| --- | --- |
| 1 | -3.91 |
| 2 | -16.05 |
| 3 | -9.42 |